*1*
Molecular formula: C20H60N4O8
Method: DFT, wB97M-V/def2-TZVPD

Structure (ORCA input):
```
! RIJCOSX wB97M-V def2-TZVPD def2/J DEFGRID3
* xyz 0 1
C -19.881 8.839 5.986
O -20.200 7.674 6.685
C -19.980 6.507 5.847
C -20.378 5.198 6.569
C -19.688 4.986 7.925
N -20.048 4.084 5.620
H -18.858 8.738 5.600
H -19.893 9.676 6.728
H -20.559 9.021 5.158
H -20.564 6.617 4.930
H -18.910 6.435 5.575
H -21.447 5.138 6.598
H -18.597 4.957 7.795
H -20.045 4.058 8.379
H -20.002 5.824 8.539
H -19.161 4.291 5.103
H -20.759 4.015 4.899
C -21.570 0.007 9.686
O -20.838 -1.070 10.308
C -19.999 -1.695 9.389
C -19.270 -2.823 10.153
C -18.515 -2.249 11.347
N -18.315 -3.442 9.198
H -20.923 0.586 8.991
H -21.948 0.587 10.527
H -22.384 -0.400 9.109
H -20.555 -2.116 8.549
H -19.223 -1.031 8.978
H -20.035 -3.547 10.512
H -17.989 -1.386 10.969
H -17.774 -2.981 11.642
H -19.202 -2.005 12.160
H -18.907 -3.953 8.518
H -17.812 -4.159 9.713
C -22.337 -2.140 5.465
O -21.620 -3.148 4.749
C -20.405 -3.382 5.532
C -20.066 -4.894 5.515
C -21.260 -5.624 6.045
N -18.821 -5.156 6.302
H -21.629 -1.323 5.693
H -22.702 -2.605 6.391
H -23.152 -1.852 4.825
H -19.605 -2.744 5.116
H -20.488 -3.159 6.608
H -19.905 -5.192 4.453
H -21.691 -5.160 6.958
H -21.081 -6.641 6.336
H -22.074 -5.646 5.313
H -18.955 -6.026 6.808
H -17.956 -5.153 5.806
C -18.932 2.024 12.185
O -17.976 2.890 11.593
C -17.795 2.601 10.218
C -17.010 1.275 9.929
C -15.610 1.414 10.560
N -16.941 1.059 8.473
H -18.626 0.960 12.183
H -19.930 2.142 11.698
H -19.045 2.353 13.244
H -18.763 2.442 9.647
H -17.287 3.470 9.730
H -17.471 0.416 10.463
H -15.792 1.559 11.645
H -15.036 2.267 10.166
H -15.071 0.492 10.416
H -17.923 0.942 8.215
H -16.510 0.133 8.453
C -21.466 -0.761 2.313
O -21.675 0.360 1.440
H -22.377 -1.382 2.358
H -20.621 -1.448 2.003
H -21.284 -0.439 3.341
H -21.809 -0.056 0.577
C -16.145 -2.275 6.610
O -16.131 -2.095 8.011
H -17.123 -2.035 6.174
H -15.323 -1.641 6.246
H -15.910 -3.314 6.313
H -16.972 -2.418 8.373
C -19.530 0.711 5.754
O -19.754 1.277 7.020
H -20.437 0.493 5.164
H -18.796 1.215 5.111
H -19.156 -0.285 6.045
H -20.066 2.200 6.867
C -16.209 3.595 6.073
O -16.528 3.845 4.734
H -16.132 4.527 6.655
H -16.937 2.954 6.573
H -15.211 3.100 6.145
H -16.490 2.984 4.312
*
```

The value obtained for the HOMO-LUMO gap is 9.4 eV. The structure (SMILES) is COC[C@H](C)N.COC[C@H](C)N.COC[C@H](C)N.COC[C@H](C)N.CO.CO.CO.CO.

Formally, the Löwdin partial charges of the atoms, in units of the elementary charge, are as follows:
1 C -0.139
2 O -0.197
3 C -0.185
4 C -0.391
5 C -0.038
6 N 0.034
7 H 0.085
8 H 0.103
9 H 0.080
10 H 0.121
11 H 0.127
12 H 0.128
13 H 0.079
14 H 0.063
15 H 0.077
16 H 0.082
17 H 0.077
18 C -0.068
19 O -0.184
20 C -0.232
21 C -0.403
22 C -0.041
23 N 0.039
24 H 0.073
25 H 0.086
26 H 0.076
27 H 0.106
28 H 0.119
29 H 0.144
30 H 0.050
31 H 0.075
32 H 0.088
33 H 0.065
34 H 0.089
35 C -0.105
36 O -0.203
37 C -0.192
38 C -0.416
39 C -0.073
40 N 0.051
41 H 0.070
42 H 0.090
43 H 0.082
44 H 0.121
45 H 0.090
46 H 0.144
47 H 0.093
48 H 0.067
49 H 0.088
50 H 0.068
51 H 0.060
52 C -0.103
53 O -0.187
54 C -0.205
55 C -0.437
56 C -0.053
57 N 0.071
58 H 0.079
59 H 0.090
60 H 0.096
61 H 0.111
62 H 0.134
63 H 0.095
64 H 0.083
65 H 0.084
66 H 0.064
67 H 0.033
68 H 0.051
69 C -0.164
70 O -0.124
71 H 0.075
72 H 0.098
73 H 0.044
74 H 0.074
75 C -0.170
76 O -0.165
77 H 0.059
78 H 0.082
79 H 0.067
80 H 0.007
81 C -0.164
82 O -0.170
83 H 0.055
84 H 0.080
85 H 0.067
86 H 0.055
87 C -0.191
88 O -0.130
89 H 0.080
90 H 0.044
91 H 0.088
92 H 0.073

*2*
Molecular formula: C20H60N4O8
Method: DFT, wB97M-V/def2-TZVPD

Structure (ORCA input):
```
! RIJCOSX wB97M-V def2-TZVPD def2/J DEFGRID3
* xyz 0 1
C -3.334 -0.217 0.064
O -4.181 -1.304 -0.299
C -5.538 -0.922 -0.429
C -6.302 -2.102 -0.991
C -6.018 -2.314 -2.482
N -7.738 -1.912 -0.786
H -2.570 -0.624 0.723
H -3.915 0.619 0.453
H -2.847 0.152 -0.850
H -5.919 -0.616 0.556
H -5.598 -0.054 -1.102
H -5.874 -2.987 -0.496
H -6.868 -2.796 -2.966
H -5.127 -2.926 -2.597
H -5.886 -1.360 -2.998
H -8.220 -2.727 -1.149
H -7.920 -1.904 0.213
C 0.561 3.001 7.436
O 0.487 3.077 6.043
C 1.396 3.995 5.508
C 1.140 4.229 4.025
C 1.024 2.965 3.213
N 2.124 5.135 3.451
H -0.018 2.158 7.799
H 0.143 3.899 7.929
H 1.603 3.004 7.786
H 1.329 5.002 5.956
H 2.440 3.680 5.671
H 0.172 4.738 3.960
H 1.990 2.459 3.100
H 0.597 3.166 2.232
H 0.410 2.231 3.737
H 2.168 6.028 3.927
H 3.061 4.749 3.473
C 4.556 -0.566 -2.239
O 4.156 -0.139 -0.941
C 5.082 -0.504 0.061
C 4.635 0.105 1.383
C 4.608 1.636 1.323
N 5.505 -0.348 2.479
H 3.968 -0.029 -2.979
H 4.357 -1.634 -2.351
H 5.612 -0.336 -2.399
H 5.192 -1.594 0.143
H 6.082 -0.110 -0.185
H 3.629 -0.294 1.545
H 3.673 1.959 1.770
H 4.672 1.967 0.287
H 5.474 2.066 1.826
H 5.553 -1.360 2.481
H 6.434 0.023 2.310
C -1.262 0.542 -5.872
O -1.484 -0.644 -5.154
C -1.300 -0.583 -3.751
C -1.085 -2.005 -3.238
C -2.083 -2.991 -3.816
N -1.122 -2.087 -1.763
H -2.163 1.160 -5.871
H -0.986 0.242 -6.885
H -0.407 1.137 -5.523
H -0.372 -0.025 -3.566
H -2.160 -0.085 -3.281
H -0.075 -2.296 -3.545
H -3.089 -2.658 -3.535
H -1.966 -3.959 -3.321
H -2.025 -3.146 -4.887
H -1.994 -1.710 -1.400
H -0.410 -1.411 -1.482
C 2.306 -3.379 -1.629
O 1.060 -4.032 -1.531
H 3.082 -4.056 -1.271
H 2.552 -3.164 -2.681
H 2.318 -2.432 -1.078
H 0.363 -3.367 -1.641
C 0.771 0.091 0.248
O 1.394 0.278 -1.009
H -0.301 0.006 0.066
H 1.133 -0.798 0.764
H 0.906 0.966 0.895
H 2.353 0.187 -0.914
C 0.713 -2.826 2.589
O -0.212 -1.813 2.966
H 1.454 -2.954 3.382
H 0.213 -3.792 2.457
H 1.225 -2.647 1.643
H -0.090 -1.674 3.907
C -1.217 2.477 -2.148
O -1.621 2.857 -3.445
H -0.411 1.738 -2.141
H -1.017 3.334 -1.500
H -2.057 1.933 -1.708
H -0.893 3.225 -3.952
*
```

The value obtained for the HOMO-LUMO gap is 10.0 eV. The structure (SMILES) is COC[C@H](C)N.COC[C@H](C)N.COC[C@H](C)N.COC[C@H](C)N.CO.CO.CO.CO.

Formally, the Löwdin partial charges of the atoms, in units of the elementary charge, are as follows:
1 C -0.096
2 O -0.198
3 C -0.221
4 C -0.445
5 C -0.051
6 N 0.033
7 H 0.088
8 H 0.092
9 H 0.052
10 H 0.126
11 H 0.130
12 H 0.137
13 H 0.072
14 H 0.061
15 H 0.082
16 H 0.067
17 H 0.069
18 C -0.122
19 O -0.176
20 C -0.239
21 C -0.454
22 C -0.063
23 N 0.037
24 H 0.087
25 H 0.090
26 H 0.088
27 H 0.126
28 H 0.130
29 H 0.142
30 H 0.062
31 H 0.076
32 H 0.079
33 H 0.068
34 H 0.069
35 C -0.070
36 O -0.238
37 C -0.216
38 C -0.428
39 C -0.029
40 N 0.038
41 H 0.098
42 H 0.076
43 H 0.092
44 H 0.130
45 H 0.131
46 H 0.130
47 H 0.052
48 H 0.080
49 H 0.077
50 H 0.067
51 H 0.068
52 C -0.114
53 O -0.185
54 C -0.193
55 C -0.406
56 C -0.042
57 N 0.070
58 H 0.089
59 H 0.086
60 H 0.080
61 H 0.116
62 H 0.127
63 H 0.137
64 H 0.065
65 H 0.083
66 H 0.078
67 H 0.052
68 H 0.050
69 C -0.183
70 O -0.128
71 H 0.079
72 H 0.073
73 H 0.059
74 H 0.012
75 C -0.136
76 O -0.138
77 H 0.059
78 H 0.053
79 H 0.074
80 H 0.033
81 C -0.155
82 O -0.119
83 H 0.081
84 H 0.081
85 H 0.051
86 H 0.071
87 C -0.164
88 O -0.119
89 H 0.055
90 H 0.083
91 H 0.058
92 H 0.077

The energy of each structure relative to the most stable one, in hartree, is as follows: *1* 0.0027; *2* 0.0000.